(1)
{
  "formula": "C31H32BrNO4Pt",
  "method": "ωB97M-V with the def2-TZVPD basis set",
  "charge": 2,
  "spin_multiplicity": 1,
  "orbital_gap_ev": 2.2519,
  "e_lumo_ev": -10.66,
  "symbols": ["C", "C", "Br", "C", "C", "C", "C", "C", "C", "C", "C", "C", "C", "C", "C", "C", "N", "C", "O", "C", "C", "C", "C", "C", "O", "C", "C", "C", "C", "C", "C", "C", "C", "C", "O", "C", "O", "H", "H", "H", "H", "H", "H", "H", "H", "H", "H", "H", "H", "H", "H", "H", "H", "H", "H", "H", "H", "H", "H", "H", "H", "H", "H", "H", "H", "H", "H", "H", "H", "Pt"],
  "positions_angstrom": [[3.307, -1.267, 1.751], [4.474, -2.147, 1.080], [6.037, -2.071, 2.326], [4.867, -1.664, -0.434], [3.656, -0.914, -1.175], [3.760, 0.558, -1.672], [5.092, 1.453, -1.538], [6.333, 1.156, -2.463], [7.652, 2.002, -2.434], [7.738, 3.189, -1.420], [6.505, 3.488, -0.499], [5.185, 2.644, -0.535], [2.520, 1.268, -2.357], [1.224, 0.422, -2.499], [1.104, -1.102, -2.038], [2.336, -1.779, -1.368], [2.207, -3.177, -0.910], [-0.303, -1.867, -2.275], [-0.364, -3.036, -2.727], [-1.609, -0.965, -1.923], [-1.493, 0.560, -2.393], [-2.666, 1.579, -2.103], [-3.905, 1.038, -1.348], [-4.015, -0.480, -0.884], [-5.204, -0.814, -0.184], [-4.921, -0.724, 1.263], [-5.083, 0.750, 1.880], [-6.680, 0.977, 2.118], [-4.358, 0.921, 3.329], [-4.556, 2.408, 3.950], [-2.740, 0.724, 3.186], [-2.853, -1.538, -1.184], [-2.974, -3.075, -0.748], [-2.627, -3.358, 0.793], [-3.582, -3.614, 1.591], [-0.116, 1.045, -3.136], [-0.119, 1.880, -4.147], [3.388, -1.359, 2.897], [2.273, -1.721, 1.478], [3.305, -0.162, 1.442], [4.090, -3.239, 1.061], [5.023, -2.653, -1.021], [5.829, -1.047, -0.370], [6.318, 0.287, -3.223], [8.549, 1.788, -3.128], [8.686, 3.846, -1.351], [6.534, 4.371, 0.246], [4.269, 2.876, 0.117], [2.565, 2.362, -2.720], [1.808, -3.755, -1.663], [1.566, -3.128, -0.090], [-2.544, 2.663, -2.436], [-4.755, 1.764, -1.120], [-3.842, -1.067, 1.443], [-5.701, -1.391, 1.800], [-4.723, 1.600, 1.201], [-7.289, 0.285, 1.431], [-6.934, 0.748, 3.210], [-6.920, 2.095, 1.954], [-4.829, 0.120, 4.019], [-3.786, 3.092, 3.430], [-5.632, 2.798, 3.864], [-4.345, 2.321, 5.087], [-2.391, -0.267, 3.652], [-2.156, 1.636, 3.569], [-2.516, 0.632, 2.050], [-2.324, -3.788, -1.382], [-4.067, -3.401, -0.955], [-1.567, -3.345, 1.251], [-1.714, 0.566, -4.615]],
  "forces_ev_per_angstrom": [[-0.360, -0.483, 0.375], [-1.591, 0.173, -0.152], [-0.690, -0.105, -1.030], [-0.572, -0.668, 0.137], [-1.559, 0.730, -0.808], [-1.922, -0.380, -0.412], [2.604, 1.338, -0.021], [0.630, 2.042, 1.510], [-3.082, 1.186, 2.750], [-3.247, -2.098, -0.193], [-0.411, -2.177, -1.760], [2.725, -1.035, -2.652], [-0.425, -3.922, 1.009], [0.592, -0.338, 0.230], [2.007, 1.685, 0.635], [-1.125, 3.204, -1.708], [-0.088, 2.151, -0.150], [1.202, -1.450, -0.871], [-0.206, 4.323, 1.978], [-2.339, -0.183, 1.223], [-1.424, -0.107, -1.883], [-2.017, -3.273, 1.891], [3.327, -0.678, -1.644], [-0.186, 1.307, -0.128], [4.037, 1.136, -2.275], [0.612, 0.532, 2.798], [-1.503, 0.360, 0.742], [0.548, 0.456, -0.062], [0.693, 0.112, -0.387], [-0.204, -0.912, 0.229], [-0.569, -0.593, -0.806], [2.107, 2.491, -1.516], [-0.263, -0.043, -0.507], [-3.746, -0.629, 2.925], [4.048, 1.042, -3.455], [3.069, -0.852, 2.270], [-2.041, -2.609, 2.456], [-0.122, 0.281, -1.863], [1.623, 0.816, 0.308], [0.211, -1.644, 0.494], [1.025, 1.883, 0.015], [0.027, 1.804, 0.821], [-1.603, -0.745, -0.421], [-0.223, 1.545, 1.470], [-1.834, 0.227, 1.263], [-1.864, -1.258, -0.107], [0.074, -1.684, -1.439], [1.770, -0.260, -1.001], [0.003, -2.063, 0.684], [0.101, 0.402, 0.610], [0.685, -0.530, -0.833], [-0.344, -1.667, 0.635], [1.244, -1.379, -0.300], [-1.683, 0.145, -0.163], [1.576, 0.817, -1.180], [-0.178, -1.391, 0.739], [0.747, 1.313, 0.983], [0.294, 0.152, -1.568], [0.098, -1.956, 0.096], [0.888, 1.338, -1.005], [-1.459, -0.841, 0.964], [1.685, -0.496, -0.059], [-0.095, 0.343, -1.978], [-0.375, 1.685, -0.491], [-0.890, -1.617, -0.369], [-0.144, 0.243, 1.692], [-0.766, 1.593, 0.789], [1.742, 0.647, 0.726], [-1.211, 0.068, -1.211], [0.367, 0.495, 0.961]],
  "nbo_charge": [-0.648, -0.236, 0.032, -0.497, 0.091, 0.010, -0.125, -0.208, -0.202, -0.188, -0.204, -0.211, -0.111, -0.161, -0.150, 0.235, -0.851, 0.521, -0.470, -0.029, -0.154, -0.107, -0.260, 0.578, -0.496, -0.093, -0.252, -0.638, -0.211, -0.627, -0.632, 0.005, -0.572, 0.389, -0.462, 0.473, -0.464, 0.258, 0.181, 0.220, 0.241, 0.265, 0.280, 0.237, 0.257, 0.256, 0.247, 0.235, 0.278, 0.409, 0.384, 0.292, 0.300, 0.197, 0.258, 0.199, 0.220, 0.232, 0.231, 0.222, 0.210, 0.228, 0.242, 0.230, 0.237, 0.168, 0.297, 0.295, 0.175, 0.944]
}

=====

(2)
{
  "formula": "C31H32Cl2N6O2PPbS",
  "method": "ωB97M-V with the def2-TZVPD basis set",
  "charge": 3,
  "spin_multiplicity": 1,
  "orbital_gap_ev": 3.3372,
  "e_lumo_ev": -11.64,
  "symbols": ["Pb", "N", "P", "C", "C", "C", "C", "C", "C", "C", "C", "C", "C", "C", "C", "C", "C", "C", "C", "C", "N", "H", "H", "H", "H", "H", "H", "H", "H", "H", "H", "H", "H", "H", "H", "H", "Cl", "C", "C", "C", "Cl", "C", "C", "C", "C", "N", "C", "C", "O", "H", "H", "H", "H", "C", "C", "C", "N", "H", "H", "H", "H", "H", "O", "H", "H", "C", "N", "C", "N", "S", "H", "H", "H", "H", "H", "H"],
  "positions_angstrom": [[-0.206, 0.104, -0.529], [3.196, -0.855, 0.568], [1.728, -1.074, 1.405], [2.187, -2.315, 2.645], [1.683, -3.610, 2.576], [2.067, -4.548, 3.523], [2.944, -4.191, 4.537], [3.452, -2.900, 4.603], [3.071, -1.953, 3.666], [1.560, 0.446, 2.399], [2.468, 1.497, 2.331], [2.302, 2.603, 3.156], [1.235, 2.654, 4.044], [0.316, 1.611, 4.100], [0.469, 0.512, 3.268], [3.322, -0.510, -0.770], [4.592, -0.461, -1.353], [4.701, -0.176, -2.696], [3.543, 0.042, -3.441], [2.335, 0.013, -2.788], [2.212, -0.235, -1.470], [4.017, -1.288, 0.967], [0.994, -3.885, 1.787], [1.685, -5.559, 3.477], [3.232, -4.919, 5.284], [4.148, -2.627, 5.385], [3.457, -0.942, 3.726], [3.312, 1.443, 1.654], [3.016, 3.415, 3.125], [1.125, 3.507, 4.701], [-0.498, 1.652, 4.813], [-0.242, -0.308, 3.300], [5.477, -0.650, -0.760], [5.673, -0.131, -3.168], [3.590, 0.231, -4.504], [1.409, 0.189, -3.322], [-2.984, -4.004, 2.074], [-3.645, -2.476, 1.867], [-4.925, -2.206, 2.259], [-5.481, -0.928, 2.088], [-7.045, -0.669, 2.623], [-4.735, 0.147, 1.479], [-5.249, 1.440, 1.303], [-4.460, 2.402, 0.709], [-3.183, 2.045, 0.281], [-2.677, 0.829, 0.463], [-3.420, -0.100, 1.052], [-2.792, -1.435, 1.243], [-1.654, -1.673, 0.900], [-5.519, -2.988, 2.715], [-6.252, 1.678, 1.633], [-4.816, 3.412, 0.569], [-2.544, 2.760, -0.222], [-1.288, -4.261, -4.148], [-1.736, -2.790, -4.249], [-1.304, -2.027, -3.106], [-0.921, -1.426, -2.203], [-1.618, -4.790, -5.039], [-1.729, -4.745, -3.279], [-0.204, -4.335, -4.087], [-2.822, -2.723, -4.327], [-1.311, -2.324, -5.141], [0.165, 2.700, 0.423], [0.057, 2.810, 1.380], [0.249, 3.582, 0.045], [-0.946, 5.108, -5.066], [-1.290, 3.864, -4.388], [-0.529, 3.234, -3.511], [0.626, 3.789, -3.135], [-1.057, 1.720, -2.893], [-1.755, 5.375, -5.738], [-0.038, 4.994, -5.662], [-0.820, 5.924, -4.353], [-2.154, 3.412, -4.634], [0.956, 4.636, -3.573], [1.277, 3.255, -2.588]],
  "forces_ev_per_angstrom": [[1.177, 0.872, 0.147], [0.109, -0.066, -0.231], [-0.006, -0.293, 0.126], [0.037, 0.401, -0.043], [-0.043, -0.033, -0.052], [-0.013, -0.033, 0.079], [-0.010, 0.006, -0.033], [0.079, 0.101, 0.041], [-0.038, -0.231, -0.053], [0.144, -0.166, -0.057], [-0.056, -0.026, 0.132], [-0.028, 0.025, 0.028], [0.026, 0.076, -0.029], [-0.071, 0.006, -0.012], [0.038, 0.189, -0.125], [-0.213, -0.056, 0.035], [0.142, 0.006, -0.183], [-0.094, -0.058, 0.179], [-0.083, 0.042, -0.079], [0.139, 0.018, -0.149], [-0.016, -0.027, 0.216], [0.068, 0.141, 0.093], [0.026, 0.006, -0.030], [-0.017, 0.006, -0.025], [0.023, -0.018, -0.025], [-0.030, -0.022, 0.026], [-0.009, -0.002, 0.044], [0.008, -0.002, 0.008], [0.002, -0.008, -0.010], [-0.003, -0.017, 0.016], [-0.021, -0.004, -0.026], [0.042, -0.046, 0.119], [-0.048, -0.016, 0.056], [0.018, -0.031, 0.019], [-0.038, 0.026, 0.010], [0.003, 0.055, 0.007], [-0.058, 0.348, -0.057], [-0.549, -0.826, 0.462], [0.165, -0.550, 0.103], [-0.177, 0.376, 0.012], [0.407, -0.134, -0.133], [0.062, 0.177, -0.045], [-0.097, -0.088, 0.079], [0.140, -0.032, -0.051], [-0.290, 0.253, 0.042], [-0.276, -0.565, 0.285], [-0.279, 0.788, -0.145], [0.909, 0.145, -0.406], [-0.865, -0.108, 0.271], [-0.035, 0.039, -0.003], [-0.001, 0.011, -0.013], [-0.034, -0.015, -0.011], [0.062, -0.051, -0.023], [-0.018, 0.080, -0.002], [-0.065, -0.565, -0.421], [0.216, 0.383, 0.322], [-0.379, -0.757, -0.584], [-0.010, 0.011, -0.004], [0.017, -0.008, 0.004], [-0.002, -0.007, 0.014], [0.017, 0.096, 0.029], [-0.032, 0.079, 0.048], [-0.293, 0.005, 0.031], [0.266, 0.092, -0.075], [0.015, 0.028, 0.115], [0.089, 0.100, 0.023], [-0.004, 0.201, -0.112], [-0.121, -0.312, 0.166], [0.042, 0.238, -0.108], [-0.105, 0.011, -0.116], [-0.016, -0.037, 0.006], [-0.002, -0.017, 0.012], [0.001, -0.020, 0.008], [-0.007, -0.085, 0.029], [0.068, -0.037, 0.031], [-0.008, -0.074, -0.001]],
  "lowdin_charge": [1.219, -0.114, 0.939, -0.367, -0.100, -0.063, -0.045, -0.049, -0.080, -0.425, -0.091, -0.060, -0.063, -0.070, -0.115, -0.367, 0.008, -0.025, -0.049, -0.166, -0.025, 0.120, 0.097, 0.114, 0.120, 0.119, 0.110, 0.108, 0.119, 0.118, 0.112, 0.102, 0.126, 0.127, 0.116, 0.064, 0.943, -0.511, -0.073, -0.493, 0.990, -0.143, 0.044, 0.036, -0.061, 0.071, -0.130, -0.296, -0.003, 0.136, 0.120, 0.137, 0.106, -0.063, -0.183, -0.137, 0.051, 0.091, 0.083, 0.088, 0.134, 0.138, -0.152, 0.045, 0.065, -0.038, -0.038, -0.845, 0.143, 0.538, 0.102, 0.102, 0.099, 0.126, 0.112, 0.101]
}

=====

(3)
{
  "formula": "C31H32CsF4N6Se",
  "method": "ωB97M-V with the def2-TZVPD basis set",
  "charge": -1,
  "relative_energy_kcal_mol": 8.7,
  "spin_multiplicity": 1,
  "orbital_gap_ev": 5.1650,
  "e_lumo_ev": 1.23,
  "symbols": ["Cs", "C", "N", "C", "C", "C", "N", "C", "C", "F", "C", "F", "C", "C", "F", "C", "F", "H", "H", "H", "H", "H", "H", "H", "H", "H", "H", "H", "C", "C", "C", "C", "C", "C", "C", "C", "C", "C", "N", "C", "C", "C", "C", "C", "N", "H", "H", "H", "H", "H", "H", "H", "H", "H", "H", "H", "H", "H", "H", "H", "H", "H", "Se", "N", "C", "C", "C", "C", "C", "C", "N", "H", "H", "H", "H"],
  "positions_angstrom": [[-0.539, -0.456, 0.548], [1.899, -2.462, 3.272], [1.981, -1.058, 2.917], [2.092, -0.238, 4.103], [3.082, -0.749, 2.005], [3.365, -1.771, 0.914], [2.194, -2.060, 0.122], [2.353, -2.762, -0.991], [1.200, -3.037, -1.795], [0.000, -2.600, -1.325], [1.219, -3.687, -2.997], [0.054, -3.860, -3.656], [2.392, -4.180, -3.554], [3.527, -3.975, -2.794], [4.712, -4.440, -3.256], [3.530, -3.320, -1.581], [4.736, -3.227, -0.949], [1.729, -3.061, 2.378], [1.059, -2.605, 3.956], [2.809, -2.831, 3.778], [3.034, -0.426, 4.649], [1.262, -0.433, 4.782], [2.069, 0.821, 3.833], [4.020, -0.629, 2.579], [2.871, 0.226, 1.548], [3.788, -2.670, 1.389], [4.190, -1.344, 0.327], [2.415, -4.688, -4.504], [-4.089, -0.130, -3.210], [-3.453, 0.948, -4.086], [-2.002, 0.678, -4.408], [-1.640, 0.303, -5.696], [-0.328, -0.013, -6.014], [0.642, 0.055, -5.028], [0.322, 0.433, -3.728], [1.422, 0.558, -2.707], [1.934, 1.996, -2.589], [-1.008, 0.742, -3.418], [-1.395, 1.029, -2.089], [-1.697, 2.242, -1.799], [-2.314, 2.703, -0.583], [-2.530, 4.052, -0.255], [-3.238, 4.046, 0.950], [-3.412, 2.690, 1.268], [-2.855, 1.871, 0.365], [-5.149, 0.080, -3.057], [-3.607, -0.169, -2.233], [-3.995, -1.112, -3.678], [-3.562, 1.916, -3.592], [-3.999, 1.020, -5.031], [-2.408, 0.247, -6.460], [-0.067, -0.318, -7.020], [1.671, -0.199, -5.257], [2.246, -0.100, -2.989], [1.082, 0.231, -1.727], [2.303, 2.352, -3.552], [2.748, 2.065, -1.864], [1.136, 2.669, -2.269], [-1.506, 3.039, -2.532], [-2.225, 4.909, -0.839], [-3.599, 4.894, 1.513], [-3.932, 2.286, 2.130], [-0.683, 2.562, 3.026], [-0.905, 0.876, 3.430], [-1.204, 0.824, 4.725], [-1.484, -0.374, 5.447], [-1.767, -0.289, 6.771], [-1.789, 0.971, 7.451], [-1.527, 2.132, 6.800], [-1.223, 2.088, 5.405], [-0.945, 3.155, 4.656], [-1.466, -1.324, 4.928], [-1.982, -1.191, 7.330], [-2.022, 0.993, 8.508], [-1.544, 3.086, 7.309]],
  "forces_ev_per_angstrom": [[-0.034, -0.058, 0.089], [0.057, -0.042, 0.042], [-0.064, -0.049, -0.064], [0.012, 0.047, 0.014], [0.070, 0.016, 0.022], [0.013, 0.014, 0.042], [-0.051, 0.097, -0.055], [-0.112, 0.010, -0.116], [0.135, 0.037, 0.044], [-0.106, -0.047, -0.091], [-0.034, -0.033, -0.012], [0.015, 0.000, -0.002], [0.004, 0.016, 0.028], [0.021, 0.012, 0.018], [-0.007, -0.008, -0.007], [0.020, 0.000, -0.020], [-0.008, 0.002, 0.009], [0.000, 0.017, -0.011], [-0.002, 0.006, -0.004], [0.000, 0.015, 0.005], [-0.003, -0.005, -0.001], [-0.007, -0.003, -0.010], [0.002, -0.001, -0.002], [-0.007, -0.009, 0.001], [-0.020, -0.008, -0.004], [-0.014, -0.011, -0.015], [-0.003, 0.011, 0.000], [-0.007, -0.001, -0.004], [-0.026, -0.047, 0.022], [0.002, 0.050, -0.020], [0.029, -0.051, -0.087], [-0.009, -0.005, -0.005], [0.000, 0.003, 0.018], [-0.008, 0.000, 0.009], [0.024, -0.025, -0.043], [0.016, 0.111, -0.022], [0.002, 0.015, -0.007], [-0.047, 0.001, 0.152], [0.070, 0.069, -0.025], [-0.003, 0.127, 0.093], [0.152, -0.176, -0.015], [-0.093, 0.080, 0.085], [0.060, 0.033, -0.112], [-0.031, -0.114, 0.059], [0.169, -0.065, 0.031], [0.000, -0.012, 0.008], [0.010, 0.020, -0.010], [0.003, 0.003, -0.009], [-0.002, -0.011, 0.012], [0.000, 0.005, 0.004], [0.000, 0.002, 0.001], [0.008, -0.001, 0.000], [0.001, -0.002, -0.010], [-0.018, -0.042, 0.043], [-0.021, -0.129, -0.003], [0.003, 0.005, 0.002], [0.003, -0.007, 0.003], [-0.004, -0.006, -0.001], [-0.023, -0.026, -0.028], [0.005, -0.003, -0.004], [0.006, 0.016, -0.010], [0.002, -0.002, -0.007], [0.024, 0.351, -0.272], [-0.212, -0.257, 0.160], [0.039, -0.034, -0.114], [-0.010, -0.011, 0.027], [0.010, -0.005, -0.021], [0.009, 0.022, -0.021], [-0.003, -0.031, 0.006], [0.011, 0.180, 0.041], [-0.032, -0.074, 0.204], [0.006, 0.012, -0.025], [-0.002, 0.014, 0.024], [-0.001, -0.029, 0.001], [0.008, 0.020, -0.031]],
  "lowdin_charge": [0.932, -0.110, -0.286, -0.128, -0.226, -0.285, -0.036, -0.235, -0.178, -0.073, -0.245, 0.066, 0.017, -0.246, 0.055, -0.144, 0.034, 0.073, 0.076, 0.089, 0.087, 0.064, 0.074, 0.114, 0.111, 0.108, 0.112, 0.114, -0.087, -0.203, -0.174, -0.056, -0.095, -0.048, -0.172, -0.206, -0.078, -0.192, 0.024, -0.145, -0.383, -0.101, -0.160, -0.305, -0.012, 0.068, 0.060, 0.075, 0.101, 0.101, 0.102, 0.093, 0.111, 0.112, 0.033, 0.075, 0.069, 0.064, 0.135, 0.085, 0.073, 0.084, 1.151, -0.285, -0.406, -0.035, -0.085, -0.090, -0.031, -0.395, -0.225, 0.113, 0.099, 0.097, 0.109]
}